[1]
Below is C42H44MgO3P2S as an isolated structure in a non-equilibrium geometry, with properties calculated with ωB97M-V with the def2-TZVPD basis set.

Last column: Mulliken charge in e.
Element x y z (Å)
1 Mg 1.8022 -4.3589 1.7252  0.58
2 C 3.4620 -3.6528 -1.7708  -0.42
3 C 3.1894 -2.3728 -1.4911  -0.34
4 C 2.5404 -1.3452 -2.3599  -0.96
5 C 0.9926 -1.2760 -2.2915  0.05
6 C 0.2533 -2.5684 -2.5359  -0.61
7 C 0.7322 -3.6728 -3.1174  -0.29
8 C 2.0246 -3.8349 -3.8703  -1.02
9 C 3.1964 -4.3793 -3.0420  -0.24
10 C -0.0261 -3.6419 1.5459  -1.07
11 H 3.9309 -4.2705 -1.0012  0.44
12 H 3.4304 -2.0014 -0.4852  0.37
13 H 2.8387 -1.4454 -3.4079  0.46
14 H 2.8950 -0.3603 -2.0078  0.48
15 H 0.6842 -0.8992 -1.2959  -0.14
16 H 0.6719 -0.5223 -3.0392  0.30
17 H -0.7920 -2.5517 -2.1847  0.41
18 H 0.0878 -4.5598 -3.1835  0.34
19 H 2.3373 -2.9110 -4.3705  0.41
20 H 1.8370 -4.5799 -4.6592  0.43
21 H 3.0066 -5.4317 -2.7753  -0.06
22 H 4.0860 -4.3590 -3.6937  0.36
23 H -0.7224 -4.1199 2.2419  0.32
24 H -0.2207 -3.9651 0.5089  0.13
25 H -0.0081 -2.5480 1.6216  0.28
26 P -0.7713 4.9581 2.2097  0.09
27 P -3.6730 4.1868 1.2262  0.03
28 C -1.3610 5.5513 0.6010  -0.73
29 C -2.6219 5.2400 0.1938  -0.51
30 C 0.0023 6.4884 2.8936  0.31
31 C 0.4275 7.5597 2.0978  0.09
32 C 1.0349 8.6758 2.6824  -0.61
33 C 1.2062 8.7474 4.0655  -0.48
34 C 0.7322 7.7042 4.8736  -0.49
35 C 0.1200 6.5885 4.2985  -0.37
36 C 0.6381 3.9028 1.6781  0.50
37 C 0.3289 2.6757 1.0572  -0.79
38 C 1.3556 1.8395 0.6138  -0.08
39 C 2.6938 2.2334 0.7775  -0.49
40 C 2.9994 3.4443 1.4041  -0.61
41 C 1.9762 4.2692 1.8787  -0.47
42 C -5.2060 5.2491 1.1707  0.33
43 C -5.1843 6.4703 1.8718  -0.35
44 C -6.2786 7.3354 1.8190  -0.57
45 C -7.4087 7.0040 1.0602  -0.45
46 C -7.4316 5.7947 0.3616  -0.56
47 C -6.3480 4.9124 0.4335  -0.32
48 C -4.1017 2.8649 0.0300  0.36
49 C -4.7036 1.7032 0.5566  -0.44
50 C -5.1140 0.6821 -0.3005  -0.57
51 C -4.9080 0.8080 -1.6845  -0.49
52 C -4.2936 1.9501 -2.2035  -0.69
53 C -3.8638 2.9662 -1.3459  0.07
54 H -0.6856 6.1632 -0.0087  0.50
55 H -3.0738 5.6509 -0.7183  0.79
56 H 0.2923 7.5355 1.0208  0.15
57 H 1.3747 9.4912 2.0453  0.38
58 H 1.6974 9.6114 4.5182  0.36
59 H 0.8410 7.7618 5.9572  0.37
60 H -0.2660 5.7872 4.9309  0.37
61 H -0.7166 2.3851 0.9210  0.40
62 H 1.1192 0.8824 0.1431  0.34
63 H 3.4952 1.5836 0.4167  0.37
64 H 4.0411 3.7544 1.5299  0.36
65 H 2.2123 5.2013 2.3921  0.29
66 H -4.2988 6.7482 2.4486  0.39
67 H -6.2550 8.2758 2.3663  0.37
68 H -8.2602 7.6876 1.0109  0.35
69 H -8.2969 5.5314 -0.2470  0.37
70 H -6.3930 3.9648 -0.1087  0.27
71 H -4.8482 1.6144 1.6358  0.37
72 H -5.5953 -0.2076 0.1079  0.40
73 H -5.2310 0.0098 -2.3537  0.39
74 H -4.1412 2.0596 -3.2798  0.39
75 H -3.3498 3.8337 -1.7541  0.33
76 C 4.7804 -11.3603 -1.9814  -1.43
77 C 4.2025 -10.1063 -1.3837  0.89
78 C 4.6432 -9.6713 -0.1305  -0.52
79 C 4.1145 -8.5370 0.4784  -0.40
80 C 3.0869 -7.8221 -0.1535  0.23
81 C 2.6652 -8.2115 -1.4294  -0.57
82 C 3.2227 -9.3402 -2.0352  -0.82
83 S 2.0690 -6.6776 0.7680  1.68
84 O 0.9045 -7.4094 1.2079  -0.62
85 O 2.9241 -6.1149 1.8811  -0.81
86 O 1.7535 -5.4073 -0.0150  -0.42
87 H 5.8698 -11.2727 -2.0955  0.33
88 H 4.5969 -12.2387 -1.3495  0.33
89 H 4.3578 -11.5802 -2.9625  0.35
90 H 5.4059 -10.2717 0.3641  0.37
91 H 4.4926 -8.2015 1.4424  0.47
92 H 1.8932 -7.6295 -1.9402  0.43
93 H 2.8801 -9.6509 -3.0208  0.29

The energy relative to the best compared isomer or geometry (same formula, charge and spin) comes out at 0.0 kJ/mol. The HOMO energy is -7.6 eV. As for the orbital gap: 7.3 eV. The calculation puts the total energy at -3133.47764 Eh.



[2]
Below is C4H4OSm as an isolated structure in a non-equilibrium geometry, with properties calculated with ωB97M-V with the def2-TZVPD basis set.

Last column: Mulliken spin population.
Element x y z (Å)
1 H -0.0202 -1.1746 -1.5447  0.13
2 C 1.8736 -3.6729 -0.3299  0.18
3 C 1.1973 -2.6470 -0.1928  0.43
4 C 0.3914 -1.5239 -0.1361  0.02
5 C 0.7972 -0.2841 -0.8554  0.02
6 O 0.2556 0.8341 -0.5752  0.26
7 H 2.3937 -4.6074 -0.5113  -0.03
8 H -0.2340 -1.4064 0.7638  0.00
9 H 1.8512 -0.2206 -1.2114  -0.01
10 Sm -0.7313 2.7743 0.8484  6.00

The HOMO energy (spin up / spin down) is -22.3 / -23.5 eV. The multiplicity is 8. As for the orbital gap (spin up / spin down): 8.6 / 7.3 eV. The total charge is +3. The calculation puts the total energy at -886.60948 Eh.